# 1
The following is a DFT calculation (ωB97M-V/def2-TZVPD) of 2 unconnected molecules or ions with the total composition C25H32NO.

Element x y z (Å)
C (-3.140, -3.193, 0.122)
C (-2.427, -4.453, -0.361)
C (-0.893, -4.436, -0.244)
C (-0.226, -3.071, -0.217)
N (1.129, -3.094, -0.197)
C (1.923, -4.310, -0.152)
C (3.392, -3.852, -0.164)
C (3.383, -2.324, -0.076)
C (1.918, -1.880, -0.238)
C (-0.964, -1.900, -0.223)
C (-2.437, -1.918, -0.401)
H (-4.182, -3.209, -0.222)
H (-3.158, -3.182, 1.219)
H (-2.804, -5.320, 0.193)
H (-2.691, -4.621, -1.413)
H (-0.618, -4.991, 0.669)
H (-0.499, -5.029, -1.087)
H (1.704, -4.902, 0.753)
H (1.719, -4.961, -1.017)
H (3.933, -4.290, 0.683)
H (3.863, -4.193, -1.091)
H (3.748, -2.000, 0.904)
H (4.003, -1.864, -0.850)
H (1.792, -1.347, -1.198)
H (1.618, -1.184, 0.561)
H (-0.494, -0.916, -0.169)
H (-2.667, -1.852, -1.478)
H (-2.884, -1.031, 0.065)
C (-3.229, 3.356, -4.359)
O (-2.096, 2.455, -4.383)
C (-1.266, 2.433, -3.309)
C (-0.261, 1.434, -3.308)
C (0.466, 1.202, -2.172)
C (0.254, 1.965, -0.975)
C (0.964, 1.606, 0.192)
C (0.945, 2.294, 1.445)
C (2.139, 2.384, 2.227)
C (2.153, 3.065, 3.433)
C (0.981, 3.666, 3.926)
C (0.990, 4.321, 5.269)
C (-0.201, 3.580, 3.181)
C (-0.230, 2.913, 1.965)
C (-0.613, 3.098, -1.078)
C (-1.393, 3.310, -2.197)
H (-3.720, 3.189, -5.317)
H (-3.912, 3.113, -3.530)
H (-2.895, 4.403, -4.272)
H (-0.136, 0.834, -4.207)
H (1.231, 0.428, -2.171)
H (1.749, 0.859, 0.062)
H (3.053, 1.928, 1.835)
H (3.078, 3.154, 4.007)
H (0.115, 4.967, 5.390)
H (0.976, 3.577, 6.075)
H (1.882, 4.936, 5.412)
H (-1.110, 4.057, 3.564)
H (-1.165, 2.844, 1.408)
H (-0.676, 3.816, -0.262)
H (-2.113, 4.133, -2.220)

Computed properties:
Charge ... +1
Highest occupied orbital energy ... -9.2476 eV
LUMO level ... -5.260 eV
Molar mass ... 362.5 g mol⁻¹
Relative energy (zero: lowest compared OMol25 entry of this formula, charge and spin) ... 0.000 eV
HOMO-LUMO gap ... 3.988 eV

---

# 2
The following is a DFT calculation (ωB97M-V/def2-TZVPD) of a molecular structure, Co2FO4P.

Element x y z (Å)
Co (-1.730, 0.857, -0.354)
Co (-0.267, -1.488, 1.058)
P (1.021, 0.374, -0.307)
O (-0.048, 0.458, 0.874)
O (-0.075, 0.645, -1.390)
O (1.292, -1.134, -0.009)
O (1.816, 1.598, 0.145)
F (-2.008, -1.311, -0.017)

Computed properties:
Charge ... +1
Highest occupied orbital energy (spin up / spin down) ... -15.4032 / -15.7256 eV
LUMO level (spin up / spin down) ... -6.295 / -8.608 eV
Molar mass ... 231.8 g mol⁻¹
Multiplicity ... 8
HOMO-LUMO gap (spin up / spin down) ... 9.108 / 7.118 eV

---

# 3
The following is a DFT calculation (ωB97M-V/def2-TZVPD) of 3 unconnected molecules or ions with the total composition C3H12N2OS.

Element x y z (Å)
C (0.611, 0.623, 0.589)
C (0.832, 0.874, -0.878)
S (1.422, -0.458, -1.964)
N (-0.779, 0.898, 1.011)
C (-0.871, 0.401, 2.359)
N (-0.407, -0.942, 2.474)
H (0.820, -0.449, 0.766)
H (1.265, 1.228, 1.223)
H (1.417, 1.765, -1.094)
H (-0.213, 1.044, -1.219)
H (0.162, -0.739, -2.284)
H (-1.355, 0.263, 0.443)
H (-0.465, 1.096, 3.106)
H (-1.951, 0.330, 2.612)
H (-0.363, -1.108, 3.496)
H (-0.444, -2.261, -0.070)
H (-1.019, -1.930, 0.297)
H (-2.482, -0.332, -1.740)
O (-1.641, -0.182, -1.302)

Computed properties:
Charge ... 0
Highest occupied orbital energy ... -8.3552 eV
LUMO level ... -4.377 eV
Molar mass ... 124.2 g mol⁻¹
Relative energy (zero: lowest compared OMol25 entry of this formula, charge and spin) ... 8.803 eV
HOMO-LUMO gap ... 3.978 eV

---

# 4
The following is a DFT calculation (ωB97M-V/def2-TZVPD) of a molecular structure, C5H6O.

Element x y z (Å)
C (-1.476, 0.443, 0.117)
C (-0.478, -0.718, -0.039)
C (0.886, -0.260, -0.448)
C (1.804, 0.198, -1.205)
C (1.934, 0.252, 0.753)
O (1.399, 0.799, 1.677)
H (-1.102, 1.171, 0.846)
H (-1.626, 0.955, -0.841)
H (-2.444, 0.061, 0.467)
H (-0.821, -1.414, -0.818)
H (-0.407, -1.289, 0.896)
H (2.980, -0.102, 0.748)

Computed properties:
Charge ... 0
Highest occupied orbital energy ... -10.2907 eV
LUMO level ... -0.340 eV
Molar mass ... 82.1 g mol⁻¹
Relative energy (zero: lowest compared OMol25 entry of this formula, charge and spin) ... 3.995 eV
HOMO-LUMO gap ... 9.951 eV

---

# 5
The following is a DFT calculation (ωB97M-V/def2-TZVPD) of C18H33N3O2 in the gas phase.

Element x y z (Å)
N (-3.202, -0.273, 2.398)
H (-3.806, -0.264, 3.212)
H (-2.291, -0.606, 2.696)
C (-3.087, 1.065, 1.835)
C (-2.303, 1.008, 0.524)
C (-3.050, 0.202, -0.536)
C (-2.199, -0.070, -1.778)
H (-2.841, -0.316, -2.625)
H (-1.650, 0.837, -2.041)
C (-1.189, -1.212, -1.575)
N (-0.089, -1.107, -2.513)
C (-0.165, -1.603, -3.771)
O (0.760, -1.558, -4.555)
C (-1.506, -2.232, -4.159)
O (-1.892, -2.287, -5.304)
N (-2.214, -2.748, -3.128)
H (-3.073, -3.227, -3.357)
C (-1.830, -2.590, -1.748)
H (-2.713, -2.680, -1.114)
H (-1.110, -3.368, -1.458)
C (1.132, -0.457, -2.079)
H (0.866, 0.381, -1.431)
C (2.064, -1.439, -1.362)
C (3.303, -0.758, -0.766)
C (3.223, -0.545, 0.748)
H (4.186, -0.163, 1.096)
H (3.072, -1.519, 1.222)
C (2.122, 0.407, 1.228)
C (2.400, 1.855, 0.824)
C (1.303, 2.789, 1.328)
C (1.170, 2.695, 2.844)
C (0.891, 1.255, 3.261)
C (1.990, 0.327, 2.752)
H (1.772, -0.701, 3.051)
H (2.941, 0.610, 3.209)
H (0.824, 1.187, 4.349)
H (-0.071, 0.941, 2.847)
H (0.365, 3.347, 3.190)
H (2.098, 3.032, 3.312)
H (1.533, 3.817, 1.039)
H (0.352, 2.518, 0.864)
H (2.475, 1.937, -0.262)
H (3.359, 2.164, 1.247)
H (1.167, 0.096, 0.792)
H (3.475, 0.193, -1.270)
H (4.178, -1.382, -0.959)
H (1.515, -1.956, -0.571)
H (2.367, -2.189, -2.094)
H (1.631, -0.074, -2.972)
H (-0.769, -1.149, -0.567)
H (-3.378, -0.735, -0.086)
H (-3.941, 0.758, -0.831)
H (-2.131, 2.025, 0.165)
H (-1.331, 0.551, 0.723)
H (-4.099, 1.428, 1.636)
H (-2.600, 1.781, 2.518)

Computed properties:
Charge ... 0
Highest occupied orbital energy ... -9.2891 eV
LUMO level ... 0.589 eV
Molar mass ... 323.5 g mol⁻¹
Relative energy (zero: lowest compared OMol25 entry of this formula, charge and spin) ... 0.000 eV
HOMO-LUMO gap ... 9.878 eV

---

# 6
The following is a DFT calculation (ωB97M-V/def2-TZVPD) of a molecular structure, C30H44BrClN2P2Pt.

Element x y z (Å)
N (-6.522, -6.180, -7.249)
C (-6.703, -6.316, -5.925)
C (-5.883, -5.720, -4.960)
C (-4.788, -4.920, -5.362)
C (-4.602, -4.782, -6.759)
C (-5.481, -5.420, -7.637)
C (-3.933, -4.298, -4.352)
Pt (0.000, 0.000, 0.000)
P (-0.524, 6.258, 1.081)
C (-3.646, -2.972, -4.248)
C (-2.799, -2.326, -3.249)
C (-2.430, -0.972, -3.429)
C (-1.623, -0.302, -2.501)
C (-1.145, -0.953, -1.343)
C (-1.513, -2.310, -1.163)
C (-2.316, -2.980, -2.089)
Br (1.452, 1.205, 1.707)
H (-3.499, -4.995, -3.624)
H (-4.088, -2.285, -4.982)
H (-6.088, -5.872, -3.894)
H (-3.780, -4.181, -7.161)
H (-7.554, -6.937, -5.613)
H (-5.339, -5.314, -8.722)
H (-2.790, -0.439, -4.319)
H (-2.574, -4.030, -1.909)
H (-1.364, 0.748, -2.683)
H (-1.162, -2.853, -0.278)
P (1.607, 0.444, -1.629)
C (-2.021, 5.190, 1.468)
C (-3.295, 6.004, 1.728)
H (-1.794, 4.528, 2.327)
H (-2.166, 4.533, 0.589)
H (-4.008, 5.435, 2.352)
H (-3.074, 6.948, 2.257)
H (-3.800, 6.263, 0.780)
C (-0.553, 6.054, -0.787)
C (0.140, 7.185, -1.557)
H (-1.624, 6.014, -1.064)
H (-0.116, 5.072, -1.057)
H (-0.218, 7.226, -2.602)
H (-0.059, 8.166, -1.090)
H (1.234, 7.043, -1.589)
C (0.831, 5.036, 1.551)
C (1.530, 5.358, 2.879)
H (1.562, 4.960, 0.721)
H (0.337, 4.049, 1.628)
H (2.539, 4.907, 2.914)
H (1.645, 6.445, 3.030)
H (0.951, 4.966, 3.733)
C (3.309, 0.517, -0.882)
C (4.446, -0.272, -1.544)
H (3.152, 0.154, 0.149)
H (3.550, 1.594, -0.811)
H (4.286, -1.358, -1.438)
H (4.561, -0.041, -2.616)
H (5.402, -0.031, -1.045)
C (1.383, 2.010, -2.607)
C (0.971, 1.913, -4.081)
H (2.350, 2.535, -2.518)
H (0.669, 2.622, -2.025)
H (1.852, 1.810, -4.737)
H (0.297, 1.064, -4.280)
H (0.444, 2.837, -4.381)
C (1.561, -0.969, -2.839)
C (1.614, -2.412, -2.322)
H (2.418, -0.776, -3.509)
H (0.661, -0.773, -3.450)
H (1.002, -3.087, -2.944)
H (2.641, -2.810, -2.292)
H (1.209, -2.453, -1.295)
Cl (-1.954, -4.108, 3.446)
C (-0.554, -3.218, 2.875)
C (0.705, -3.478, 3.402)
C (1.794, -2.739, 2.958)
C (1.609, -1.753, 1.985)
N (0.373, -1.511, 1.435)
C (-0.698, -2.228, 1.898)
H (0.838, -4.239, 4.161)
H (2.780, -2.925, 3.365)
H (2.483, -1.223, 1.661)
H (-1.694, -2.001, 1.542)

Computed properties:
Charge ... +4
Highest occupied orbital energy (spin up / spin down) ... -18.3603 / -18.3474 eV
LUMO level (spin up / spin down) ... -11.224 / -13.954 eV
Molar mass ... 805.1 g mol⁻¹
Multiplicity ... 5
Relative energy (zero: lowest compared OMol25 entry of this formula, charge and spin) ... 0.000 eV
HOMO-LUMO gap (spin up / spin down) ... 7.136 / 4.393 eV